DFT (ωB97M-V/def2-TZVPD) results for a structure of composition C33H34CuN3O4SeSi.

Each line ends with the Mulliken charge.
Element x y z (Å)
1 Cu 1.421 -1.768 0.084  0.43
2 C -3.658 10.165 -3.142  -0.83
3 O -3.983 9.794 -1.825  -0.45
4 C -3.491 8.584 -1.382  0.85
5 C -3.690 8.296 -0.036  -0.62
6 C -3.243 7.099 0.488  -0.18
7 C -2.584 6.160 -0.307  -0.21
8 C -2.390 6.460 -1.653  -0.14
9 C -2.839 7.660 -2.191  -0.77
10 N -2.163 4.971 0.335  -0.66
11 N -1.522 4.191 -0.434  0.27
12 C -1.084 3.004 0.068  0.01
13 C -1.313 2.571 1.389  -0.43
14 C -0.848 1.381 1.876  -1.31
15 C -0.091 0.484 1.056  0.86
16 O 0.305 -0.633 1.447  -0.79
17 C 0.188 0.941 -0.319  0.18
18 N 0.947 0.108 -1.057  -0.43
19 C 1.189 0.405 -2.310  -0.43
20 C 0.702 1.582 -2.901  -0.82
21 C -0.038 2.459 -2.153  -0.16
22 C -0.322 2.156 -0.804  0.92
23 H -4.044 11.173 -3.282  0.23
24 H -4.122 9.500 -3.877  0.31
25 H -2.575 10.166 -3.302  0.34
26 H -4.195 9.026 0.585  0.37
27 H -3.392 6.865 1.535  0.41
28 H -1.883 5.740 -2.279  0.33
29 H -2.674 7.855 -3.241  0.33
30 H -1.898 3.224 2.025  0.39
31 H -1.053 1.064 2.891  0.41
32 H 1.784 -0.310 -2.866  0.43
33 H 0.925 1.788 -3.941  0.40
34 H -0.416 3.379 -2.576  0.36
35 O -0.362 -2.805 -2.085  -0.32
36 O 0.895 -3.161 -1.354  -0.56
37 C 6.265 -3.132 5.916  -1.38
38 C 5.609 -3.005 4.566  0.70
39 C 5.707 -4.007 3.613  -1.03
40 C 5.130 -3.887 2.352  0.95
41 C 5.270 -5.027 1.383  -1.48
42 C 4.431 -2.718 1.991  -0.13
43 Se 3.785 -2.524 0.203  -0.44
44 C 4.292 -1.713 2.974  0.96
45 C 3.535 -0.443 2.707  -0.59
46 C 4.882 -1.872 4.223  -0.96
47 H 6.735 -4.111 6.031  0.33
48 H 5.544 -3.014 6.730  0.31
49 H 7.041 -2.375 6.062  0.28
50 H 6.247 -4.920 3.853  0.16
51 H 5.702 -5.901 1.878  0.36
52 H 5.901 -4.750 0.535  0.28
53 H 4.302 -5.285 0.951  0.27
54 H 2.754 -0.595 1.965  -0.29
55 H 4.201 0.330 2.309  0.31
56 H 3.086 -0.064 3.628  0.37
57 H 4.765 -1.074 4.952  0.31
58 C -0.240 -5.728 -1.730  -1.10
59 Si -1.007 -4.075 -1.266  0.63
60 C -1.157 -3.928 0.599  -0.99
61 C -2.796 -4.132 -1.948  0.02
62 C -3.052 -3.745 -3.268  -0.30
63 C -4.331 -3.786 -3.806  -0.50
64 C -5.400 -4.219 -3.030  -0.33
65 C -5.174 -4.600 -1.715  -0.51
66 C -3.889 -4.553 -1.190  -0.22
67 H -0.820 -6.567 -1.332  0.31
68 H 0.774 -5.766 -1.336  0.26
69 H -0.192 -5.833 -2.817  0.28
70 H -1.389 -4.891 1.064  0.38
71 H -1.922 -3.208 0.898  0.30
72 H -0.203 -3.578 0.992  0.10
73 H -2.228 -3.387 -3.874  0.35
74 H -4.500 -3.470 -4.829  0.34
75 H -6.400 -4.252 -3.447  0.34
76 H -6.004 -4.922 -1.095  0.35
77 H -3.736 -4.846 -0.156  0.29

## Properties
Orbital gap = 4.601 eV
Net charge = -2
Largest force on an atom = 1.0 eV/Å
ΔE to the lowest compared entry with this formula, charge and spin = 0.000 eV